(1)
C17H28ClOsP as an isolated structure, computed with the ωB97M-V functional and the def2-TZVPD basis.

Geometry as XYZ:
```
48
Properties=species:S:1:pos:R:3:forces:R:3
C -0.0670 -0.0433 -4.9241 0.049 0.228 -1.557
C 1.3204 0.5231 -5.2115 0.289 -0.077 0.896
C -0.2731 -1.3619 -5.6631 -0.141 -0.450 0.770
C -1.1448 0.9677 -5.3039 -0.358 0.009 0.840
Cl -0.2357 -0.4365 -2.8949 0.120 0.402 -1.933
H -0.2146 -1.2261 -6.7571 0.037 0.295 0.492
H -1.2562 -1.7866 -5.4347 0.151 0.058 -0.071
H 0.4921 -2.0913 -5.3793 -0.108 0.094 -0.069
H 1.4548 0.7273 -6.2893 -0.405 -0.213 0.409
H 2.1045 -0.1813 -4.9125 -0.127 0.113 -0.076
H 1.4815 1.4649 -4.6782 -0.026 -0.116 -0.079
H -1.1297 1.1855 -6.3867 0.273 -0.324 0.416
H -0.9985 1.9150 -4.7768 -0.016 -0.109 -0.073
H -2.1428 0.5874 -5.0591 0.164 0.068 -0.078
C 0.9834 -1.9568 1.7812 2.304 -0.322 2.395
C 0.7793 -3.0959 0.9595 -0.334 -0.954 0.579
C 1.0893 -2.7362 -0.3767 1.802 -0.180 -0.563
H 0.4145 -4.0639 1.2934 0.222 0.224 -0.122
C 1.4978 -1.3723 -0.3801 1.626 -0.716 -0.554
C 1.4313 -0.8882 0.9538 0.447 0.449 0.751
H 1.6384 0.1261 1.2774 0.175 -0.244 -0.163
H 0.8277 -1.9080 2.8532 0.201 -0.146 -0.212
H 0.9605 -3.3622 -1.2530 0.052 0.125 0.133
H 1.7171 -0.7857 -1.2611 0.037 -0.092 0.123
C -1.7433 0.1426 1.0581 0.077 0.684 0.806
C -1.9121 -0.9849 1.9129 -1.923 0.985 2.506
C -2.4817 -2.0367 1.1471 -0.252 -0.832 0.611
H -1.6605 -1.0282 2.9661 -0.254 0.001 -0.164
C -2.6564 -1.5676 -0.1810 -1.601 0.808 -0.393
C -2.2022 -0.2201 -0.2352 -1.770 0.327 -0.522
H -2.1204 0.3794 -1.1332 -0.072 -0.073 0.140
H -1.3037 1.0939 1.3418 -0.295 -0.128 -0.166
H -2.7087 -3.0335 1.5105 -0.086 0.246 -0.113
H -2.9959 -2.1584 -1.0250 0.038 0.134 0.128
Os -0.5428 -1.4914 0.3517 -0.341 -0.404 -5.228
C 1.5003 3.8377 4.5257 0.364 0.852 -1.817
P 0.8824 2.3242 3.6827 0.024 0.137 4.919
C 1.8832 1.0786 4.6086 0.523 -0.651 -1.459
C -0.7132 2.1550 4.5967 -0.831 -0.457 -1.535
H 2.5505 3.9910 4.2568 -0.145 0.103 0.129
H 1.4008 3.7469 5.6102 -0.163 -0.403 -0.170
H 0.9212 4.6978 4.1693 0.193 -0.035 0.195
H 2.0057 1.3850 5.6599 -0.284 0.253 -0.430
H 1.4061 0.0947 4.5601 0.134 0.158 0.007
H 2.8724 1.0188 4.1334 -0.123 -0.146 0.330
H -0.5920 2.4647 5.6432 0.376 0.010 -0.328
H -1.4537 2.7973 4.1089 -0.100 -0.102 0.290
H -1.0659 1.1122 4.5542 0.075 0.414 0.011
```
Positions in Å, forces in eV/Å.

* orbital gap (spin up / spin down): 5.39 / 5.00 eV
* ΔE to the lowest compared entry with this formula, charge and spin: 0.00 kJ/mol
* 2S+1: 5
* total energy: -1555.97333 Ha
* charge: +2

These are the Löwdin partial charges, in e, on atoms 1 to 6: -0.6977 -0.1013 -0.1067 -0.1039 0.4866 0.1094

=====

(2)
A 9-piece molecular cluster, C31H68BBr16N5O2P overall, computed with the ωB97M-V functional and the def2-TZVPD basis.

Geometry as XYZ:
```
124
Properties=species:S:1:pos:R:3:forces:R:3
C -2.8769 -1.7407 1.5771 -0.658 0.184 0.942
C -2.4031 -1.9385 3.1394 -0.188 -0.780 -0.048
C -0.8452 -2.4849 3.3002 -0.591 0.503 0.089
C 0.2358 -1.6780 2.3490 0.269 -0.296 1.073
C 0.3715 -0.1355 2.9775 0.150 -1.127 0.431
C -0.5329 0.9065 2.0928 -1.136 -1.987 0.466
N 0.0759 2.3042 1.9545 0.455 3.835 3.703
N 0.7991 2.6753 0.8323 0.231 -4.424 -1.029
C 1.6601 1.6925 0.4122 -0.256 -0.193 -0.779
C 3.0948 1.2863 1.0954 -0.395 -0.702 -0.581
C 1.2404 0.8490 -0.9668 2.001 0.799 -0.465
C -0.0936 3.2997 2.9257 -0.267 -1.164 -0.576
N 0.5125 4.6609 2.6648 -1.029 -2.232 0.765
B 1.7141 4.9544 3.5435 1.357 0.834 2.045
O 1.5178 5.1551 5.0231 -1.116 1.294 -3.298
C 3.2787 5.1304 3.0158 0.332 0.563 0.704
C 4.1954 3.8453 3.5404 -0.896 0.159 0.692
N -0.9164 2.9689 4.1511 2.536 1.540 -1.966
C -0.1025 2.3391 5.2592 0.207 0.228 2.455
O -0.8837 1.3148 6.0290 2.225 1.187 -0.301
C -0.1452 1.1474 7.3234 1.299 -0.178 0.055
C -0.1339 -0.3984 7.8744 0.150 -0.104 0.298
P -1.8973 4.3428 4.7247 -4.721 -2.221 1.746
N -3.2752 3.6949 5.3551 1.726 2.062 -1.717
H -2.3133 -2.5472 0.9391 -1.316 1.685 0.911
H -4.0606 -1.8823 1.5761 2.641 0.111 -0.335
H -2.7075 -0.6305 1.1818 -0.108 -2.542 0.713
H -3.0801 -2.7918 3.6281 1.431 1.940 -1.092
H -2.6292 -0.9662 3.7529 0.639 -1.756 -1.077
H -0.5887 -2.3508 4.4576 -0.223 -0.282 -2.613
H -0.8218 -3.6311 3.0606 -0.049 2.664 0.459
H 1.2658 -2.2764 2.4171 -2.111 1.530 -0.056
H -0.0438 -1.6644 1.2074 0.305 -0.011 2.242
H 1.5021 0.1472 3.0823 -2.110 -0.253 -0.510
H -0.0415 -0.2368 4.0931 0.751 0.602 -2.486
H -1.6073 0.9382 2.6124 2.493 0.558 -1.082
H -0.7341 0.3973 1.0323 0.786 1.781 2.193
H 3.2760 0.1283 0.8703 -0.425 2.518 0.737
H 3.1979 1.5543 2.2298 -0.366 -0.540 -2.266
H 3.9710 1.8425 0.5055 -2.150 -0.946 1.055
H 2.2174 0.2627 -1.3218 -2.245 1.376 0.500
H 0.8590 1.5870 -1.8243 0.827 -1.608 2.085
H 0.4283 0.0280 -0.7748 1.392 1.803 0.109
H -0.1920 5.4305 2.6608 0.496 -1.062 0.005
H 0.7774 5.8464 5.1253 1.430 -1.737 0.037
H 3.3745 5.3324 1.8651 -0.204 -0.541 2.254
H 3.7052 6.0712 3.6128 -0.966 -1.850 -1.515
H 4.7411 4.1441 4.5590 -1.083 -0.767 -2.492
H 3.4026 3.0081 3.8416 2.103 1.294 -0.708
H 4.9434 3.4965 2.7056 -1.515 0.567 1.884
H 0.1026 3.2075 6.0525 -0.013 -1.788 -1.702
H 0.9379 1.8910 4.9021 -2.256 0.967 0.423
H -0.5331 1.9349 8.1017 0.489 -1.652 -1.458
H 0.9868 1.4318 7.0915 -2.208 -0.590 0.745
H 0.1976 -0.3937 9.0158 -0.785 0.172 -2.396
H -1.1894 -0.9422 7.8099 2.338 1.307 -0.007
H 0.7043 -1.0427 7.3202 -2.200 1.412 0.994
H -1.2585 5.0838 5.8048 0.423 -0.581 -1.275
H -2.3220 5.1886 3.6256 1.347 -0.343 0.416
H -4.0549 4.0831 4.7674 0.779 -0.681 0.740
Br -2.4805 -4.1548 6.1478 0.066 -0.080 -0.059
C -1.1895 -5.5781 5.8121 -0.073 -0.052 0.211
C -0.0116 -5.4807 6.7532 0.069 -0.216 0.051
Br 1.2114 -4.0614 6.2085 0.026 0.056 0.061
H -0.9096 -5.5130 4.7571 -0.058 0.019 0.643
H -1.7415 -6.5075 5.9806 0.150 0.134 -0.019
H 0.5848 -6.3968 6.7205 -0.138 0.158 -0.046
H -0.2980 -5.2757 7.7881 0.019 -0.010 -0.291
Br 0.5577 -1.6038 -3.8416 -0.022 0.058 0.124
C 0.6793 0.1309 -4.7254 -0.173 0.055 -0.115
C 1.8539 0.1795 -5.6745 -0.052 0.327 -0.045
Br 3.5336 0.4054 -4.7078 -0.032 -0.079 -0.014
H 0.7252 0.8880 -3.9378 0.092 -0.186 -0.245
H -0.2623 0.2376 -5.2719 0.291 0.019 0.048
H 1.7843 1.0525 -6.3296 -0.095 -0.132 0.132
H 1.9560 -0.7208 -6.2861 -0.101 0.333 0.288
Br -1.4645 -0.5333 -7.5951 -0.033 0.117 0.135
C -2.7845 -1.2060 -6.3261 0.011 -0.241 -0.104
C -4.1519 -0.6250 -6.6006 -0.192 -0.037 0.176
Br -4.2787 1.2140 -5.9613 0.038 -0.049 -0.107
H -2.4090 -0.9794 -5.3245 -0.145 -0.025 -0.216
H -2.7904 -2.2903 -6.4708 -0.036 0.205 0.018
H -4.9211 -1.1711 -6.0471 0.199 0.056 -0.069
H -4.4140 -0.6129 -7.6618 0.151 0.001 0.260
Br -4.0790 -7.8679 3.2672 0.071 0.189 0.039
C -3.9574 -6.1332 2.3835 -0.234 -0.187 -0.002
C -2.7828 -6.0845 1.4344 -0.043 0.221 -0.141
Br -1.1032 -5.8587 2.4011 -0.074 -0.733 -0.708
H -3.9115 -5.3761 3.1710 0.084 -0.138 -0.202
H -4.8990 -6.0265 1.8370 0.228 0.006 0.028
H -2.8524 -5.2115 0.7792 -0.032 -0.126 0.139
H -2.6807 -6.9848 0.8228 -0.058 0.183 0.235
Br 2.4717 -2.9229 -7.2445 0.091 -0.355 -0.179
C 2.2687 -2.7068 -9.1725 0.101 0.225 -0.016
C 0.8128 -2.7346 -9.5752 -0.054 -0.103 -0.250
Br 0.1141 -4.5563 -9.5718 -0.028 0.152 0.096
H 2.8658 -3.4908 -9.6463 -0.235 0.154 0.121
H 2.7121 -1.7323 -9.3971 -0.141 -0.137 0.007
H 0.6907 -2.3861 -10.6047 0.107 -0.039 0.177
H 0.1687 -2.1444 -8.9179 0.292 -0.221 -0.149
Br 4.9359 -0.5279 4.5236 -0.005 0.048 0.041
C 4.4264 -1.2305 6.2705 -0.099 -0.223 -0.152
C 3.3020 -0.4239 6.8771 0.115 0.016 0.314
Br 3.9559 1.2663 7.5998 -0.115 -0.013 -0.146
H 5.3309 -1.2458 6.8847 -0.275 0.092 -0.123
H 4.1041 -2.2584 6.0800 0.005 0.191 0.067
H 2.8687 -0.9493 7.7329 0.141 0.028 -0.182
H 2.5082 -0.1813 6.1657 0.237 -0.126 0.066
Br 1.1297 3.0168 -8.4747 0.048 -0.055 0.103
C 3.0038 3.5549 -8.4154 -0.113 0.237 -0.053
C 3.7931 2.9101 -9.5307 0.249 -0.065 -0.006
Br 4.1797 1.0398 -9.1318 -0.091 0.053 -0.026
H 3.3764 3.3049 -7.4183 -0.020 -0.020 -0.294
H 2.9905 4.6426 -8.5316 0.040 -0.214 -0.029
H 4.7723 3.3859 -9.6352 -0.200 -0.048 0.070
H 3.2792 2.9313 -10.4954 0.045 0.032 0.302
Br -7.1331 1.8827 -9.7274 0.141 -0.029 0.101
C -5.2591 2.4209 -9.6681 -0.195 0.206 -0.051
C -4.4698 1.7760 -10.7833 0.238 0.025 0.019
Br -4.0831 -0.0943 -10.3845 -0.091 0.061 -0.203
H -4.8865 2.1709 -8.6709 -0.026 0.006 -0.291
H -5.2724 3.5085 -9.7843 0.058 -0.209 -0.039
H -3.4906 2.2519 -10.8878 -0.186 -0.051 0.071
H -4.9837 1.7972 -11.7480 0.045 0.000 0.301
```
Positions in Å, forces in eV/Å.

* orbital gap: 6.72 eV
* 2S+1: 1
* total energy: -43196.04885 Ha
* charge: +1

These are the Löwdin partial charges, in e, on atoms 1 to 6: -0.1355 -0.2528 -0.2580 -0.1733 -0.1495 -0.0944

=====

(3)
An isolated ion of composition C5H10NO2 and charge -2, computed with the ωB97M-V functional and the def2-TZVPD basis.

Geometry as XYZ:
```
18
Properties=species:S:1:pos:R:3:forces:R:3
C -2.0460 -1.0416 -0.5432 0.356 -0.168 -0.480
C -2.7646 -1.0541 -1.8938 -0.023 0.429 0.156
C -0.9086 -0.0274 -0.4725 -0.215 0.087 0.036
N -0.5884 0.2708 0.9223 0.092 -0.253 0.272
C 0.6005 1.1012 1.1160 -0.234 -0.044 -0.598
C 1.9496 0.4839 0.6266 -0.244 0.191 -0.057
O 2.1087 -0.7273 0.8885 0.084 -0.221 0.123
O 2.7208 1.2630 0.0191 0.125 0.023 0.141
H -1.6222 -2.0385 -0.3895 -0.107 -0.073 0.255
H -2.7274 -0.8246 0.2760 -0.219 -0.030 0.062
H -3.0781 -0.0387 -2.1856 0.046 -0.187 -0.056
H -2.1579 -1.4746 -2.7024 0.165 0.109 0.008
H -3.6654 -1.6617 -1.8949 -0.344 -0.253 0.029
H -1.2579 0.8859 -0.9624 0.149 0.152 0.059
H -0.0398 -0.3984 -1.0252 0.105 0.003 -0.117
H -0.3764 -0.6199 1.3709 0.019 0.079 -0.094
H 0.6507 1.3024 2.1861 0.256 0.144 0.143
H 0.4557 2.0459 0.5823 -0.012 0.010 0.119
```
Positions in Å, forces in eV/Å.

* orbital gap (spin up / spin down): 2.65 / 7.90 eV
* ΔE to the lowest compared entry with this formula, charge and spin: 45.68 kJ/mol
* 2S+1: 2
* total energy: -401.66611 Ha
* charge: -2

These are the Löwdin partial charges, in e, on atoms 1 to 6: -0.3417 -0.5836 -0.2876 -0.1014 -0.1942 -0.7631

=====

Question: The lowest 2S+1 belongs to which entry?
Answer: C31H68BBr16N5O2P